[1]
The following is a quantum chemistry calculation of a molecular structure, C47H72AsBr2CsN4O2Se4Si at a distorted geometry, from the OMol25 dataset.

```
! RIJCOSX wB97M-V def2-TZVPD def2/J DEFGRID3
* xyz -2 1
Cs -0.19 0.18 -0.15
Br 2.60 -5.18 -5.61
Br 1.35 0.98 -3.34
Se -5.36 2.27 0.77
Se -3.41 2.13 -0.44
Se -3.26 4.30 -1.41
Se -1.07 4.37 -2.15
As -0.67 1.16 3.11
Si 2.19 1.70 -5.33
O 0.14 -3.13 1.09
O -5.21 -5.38 2.20
N -2.02 -2.43 0.25
N -6.04 -4.36 0.37
N 2.98 -1.29 -0.94
N 2.94 0.55 1.19
C 1.10 2.26 -7.88
C -3.02 -3.75 2.51
C 1.61 4.48 -5.21
C -7.27 -5.13 0.54
C 2.75 -3.99 -4.14
C 4.01 -0.19 0.93
C 3.00 1.41 2.20
C -0.43 2.69 4.32
C 3.38 3.70 -3.67
C 3.65 0.50 -5.66
C 2.78 3.49 -5.08
C -2.63 0.86 3.20
C 3.25 -0.97 -5.44
C 5.17 -0.09 1.66
C 1.62 -3.38 -3.65
C -3.18 -3.06 0.23
C 0.50 0.05 -6.90
C -4.24 2.18 6.38
C -5.02 -4.55 1.30
C 3.96 -1.16 -0.20
C 2.99 -2.22 -2.02
C 3.85 3.86 -6.13
C -3.76 -3.79 1.28
C -4.28 1.05 7.17
C 4.80 0.79 -4.68
C 4.11 -2.85 -2.55
C -0.10 -5.50 1.84
C -6.35 -1.87 0.13
C 4.16 0.64 -7.10
C 5.24 0.81 2.71
C -0.36 -4.92 -0.57
C -3.29 -0.22 5.38
C -0.06 -0.19 4.40
C -6.16 -3.22 -0.56
C -3.71 2.12 5.09
C -3.81 -0.16 6.67
C -1.19 -2.53 1.40
C 1.83 -4.61 0.57
C 0.31 -4.51 0.74
C 4.13 1.59 2.99
C 1.76 -2.49 -2.59
C -0.55 2.11 -5.99
C 0.76 1.53 -6.57
C 4.00 -3.74 -3.61
C -7.33 -6.33 -0.39
C -3.22 0.92 4.58
C -1.83 -3.12 2.61
H 2.01 1.88 -8.36
H 3.40 0.34 -7.84
H 2.82 -1.13 -4.44
H 0.34 -0.55 -6.00
H 4.14 2.30 3.80
H 5.10 -2.63 -2.15
H -0.84 -1.52 1.63
H -0.05 -4.26 -1.39
H 1.18 4.48 -6.22
H 4.09 4.93 -6.03
H 4.88 -4.22 -4.02
H 0.65 -3.57 -4.08
H -6.47 -1.07 -0.61
H -0.82 3.60 3.86
H -0.56 -0.06 5.36
H 2.55 -1.34 -6.18
H 0.27 2.13 -8.60
H 5.03 -0.03 -7.25
H 4.47 0.69 -3.64
H -0.49 3.17 -5.74
H 0.90 -1.97 -2.19
H 6.14 0.91 3.30
H -4.70 1.09 8.18
H -0.86 1.59 -5.08
H 2.17 -3.92 -0.21
H -7.31 -5.46 1.57
H 1.31 -0.40 -7.49
H -0.27 -1.19 4.02
H -2.94 -1.17 4.97
H 5.61 0.06 -4.86
H -3.86 -1.06 7.27
H -2.78 -0.13 2.76
H 1.02 -0.09 4.53
H 6.02 -0.72 1.40
H -3.71 3.01 4.46
H 4.20 3.01 -3.43
H -5.32 -3.19 -1.24
H 1.98 5.49 -5.01
H 1.22 3.34 -7.73
H 4.86 -1.78 -0.31
H 2.61 3.60 -2.90
H -0.95 2.51 5.26
H -6.49 -7.00 -0.17
H -1.44 -4.89 -0.50
H -4.62 3.13 6.75
H 0.34 -6.48 1.61
H -7.26 -6.02 -1.44
H -0.06 -5.95 -0.82
H 4.49 1.66 -7.34
H -1.19 -5.61 1.89
H 2.11 1.99 2.39
H 0.26 -5.16 2.81
H -8.27 -6.89 -0.26
H 3.48 3.71 -7.16
H 0.63 2.81 4.51
H -3.47 -4.21 3.37
H 4.78 3.30 -6.02
H 0.81 4.27 -4.50
H 5.22 1.79 -4.81
H -3.09 1.59 2.52
H -1.35 1.98 -6.74
H -1.31 -3.06 3.55
H 4.16 -1.59 -5.50
H -5.48 -1.62 0.74
H 3.77 4.72 -3.61
H -7.03 -3.44 -1.19
H -8.11 -4.46 0.36
H 2.32 -4.34 1.51
H -0.41 -0.02 -7.51
H -3.68 -2.95 -0.72
H -7.23 -1.89 0.77
H 2.12 -5.63 0.30
*
```

Atom charges from the Löwdin analysis, given in e for atoms 1 to 4:
1. Cs 0.617
2. Br 0.719
3. Br 0.509
4. Se -0.339

=====

[2]
The following is a quantum chemistry calculation of 5 unconnected molecules or ions with the total composition C47H74Cl2N3O13PS5 at a distorted geometry, from the OMol25 dataset.

```
! RIJCOSX wB97M-V def2-TZVPD def2/J DEFGRID3
* xyz 0 1
Cl -4.22 -1.19 -2.99
Cl -5.13 1.69 0.10
S 8.61 -6.81 2.55
S -8.60 0.62 2.17
S -6.65 1.86 -6.08
S 0.81 1.31 -0.77
S -0.96 7.81 1.78
P -4.28 -2.35 0.40
O 3.11 4.77 -2.26
O 5.13 -0.09 2.86
O 8.75 -5.43 2.17
O -2.01 7.11 2.48
O -8.01 1.45 -6.31
O 1.00 4.83 -3.00
O -8.20 -0.12 1.01
O -0.09 8.73 2.46
O -3.58 -3.70 1.10
O -8.03 0.37 3.47
O -6.16 2.19 -4.76
O 8.13 -7.81 1.63
O 4.72 -3.03 -1.62
N 2.88 0.08 3.52
N 0.78 -1.35 0.64
N 1.45 -5.54 -0.46
C 2.72 -2.23 -0.51
C 2.54 -3.48 0.32
C 1.21 1.83 4.13
C 3.89 -0.89 -2.12
C 0.03 6.61 0.90
C -2.99 0.01 -0.57
C -1.02 7.90 -0.88
C -0.67 0.35 -0.46
C 8.62 -7.45 5.14
C 2.14 1.88 -3.69
C -6.42 0.38 -2.39
C 1.83 -1.17 -0.34
C 6.24 -4.17 -0.04
C 3.02 0.17 -1.97
C -1.66 8.60 0.33
C 1.99 0.00 -1.06
C 2.67 1.54 3.67
C -4.88 1.38 -8.02
C 10.16 -7.36 3.25
C -0.49 -0.85 0.18
C -6.25 3.21 -7.19
C -9.85 2.72 1.22
C 3.29 1.43 -2.77
C -5.27 -1.59 1.77
C 3.75 -2.05 -1.41
C -8.49 2.37 1.81
C -4.37 0.48 -0.93
C -1.90 0.80 -0.84
C -10.40 0.57 2.29
C -4.86 2.88 -7.71
C 10.05 -7.04 4.73
C 7.67 -6.90 4.08
C -2.86 -1.22 0.05
C 2.75 -4.82 -0.45
C 4.29 -0.18 3.73
C -1.59 -1.64 0.41
C 1.10 -0.55 1.88
C 2.60 -0.36 2.12
C -0.66 6.48 -0.46
C 2.46 3.33 -4.18
C -5.53 0.67 -6.83
C -10.88 2.01 2.09
C 6.11 -4.08 1.50
C 5.84 -2.84 -0.73
C -5.03 0.00 -1.99
C 2.11 4.35 -3.12
C 4.72 -0.55 5.15
H 1.03 7.02 0.79
H 3.50 -5.42 0.09
H -8.32 2.89 2.75
H 5.30 -3.40 1.78
H 10.80 -7.56 5.32
H 5.89 -5.08 1.90
H -6.94 0.93 -1.61
H -3.91 -3.77 2.01
H 6.69 -2.52 -1.35
H -1.57 5.88 -0.36
H 5.56 -4.94 -0.40
H 10.24 -8.44 3.09
H 5.45 0.19 5.47
H 0.66 -1.08 2.74
H -0.11 8.44 -1.18
H 3.39 1.90 4.42
H -5.48 1.20 -8.92
H -3.88 0.99 -8.21
H -6.09 -0.21 -7.13
H -2.03 1.75 -1.35
H 6.81 -7.56 3.93
H -5.14 -2.18 2.69
H 0.06 5.68 1.46
H 1.13 -5.61 0.50
H 10.18 -5.96 4.89
H 0.75 0.92 4.51
H 10.99 -6.85 2.76
H 5.65 -2.07 0.02
H -6.30 4.16 -6.64
H 3.05 0.39 1.46
H 1.24 2.57 4.93
H -0.01 5.99 -1.19
H 0.64 2.19 3.27
H -1.45 -2.60 0.89
H -10.96 2.51 3.06
H 5.19 -1.54 5.08
H 7.28 -4.40 -0.29
H 1.17 1.94 -3.20
H -6.99 3.21 -7.99
H 1.56 -3.52 0.79
H -2.74 8.45 0.35
H 0.61 0.43 1.86
H -6.33 -1.60 1.53
H 8.36 -7.07 6.13
H -9.91 2.36 0.19
H 7.03 -3.75 1.99
H -4.11 3.09 -6.94
H 3.62 2.21 -2.07
H -4.62 3.47 -8.59
H 3.11 -1.32 2.01
H -11.87 2.02 1.64
H 2.89 4.51 -1.36
H -4.79 0.39 -6.08
H 3.56 3.37 -4.29
H 2.05 3.56 -5.16
H 3.26 -3.47 1.15
H 2.86 2.10 2.75
H 3.86 -0.57 5.82
H -6.42 0.95 -3.33
H 7.33 -5.90 4.32
H -1.43 9.66 0.36
H -10.01 3.80 1.20
H -6.97 -0.55 -2.57
H -10.68 0.17 3.27
H 3.04 -4.68 -1.49
H -10.76 -0.10 1.51
H 8.56 -8.54 5.18
H -1.70 7.91 -1.74
H -7.66 2.55 1.13
H -4.88 -0.58 1.97
H 4.72 -0.80 -2.82
H 1.62 -6.47 -0.83
H 2.02 1.24 -4.56
H 4.14 1.22 -3.42
*
```

Summary:
Structure (SMILES): CCCOc1cc(CCCC(=O)O)c2c(c1CCN)N(CCN(CC)C(C)=O)c1cc(P(C)O)c(/C(Cl)=C(/C)Cl)cc1S2.O=S1(=O)CCCC1.O=S1(=O)CCCC1.O=S1(=O)CCCC1.O=S1(=O)CCCC1

Atom charges from the Löwdin analysis, given in e for atoms 1 to 4:
1. Cl 0.692
2. Cl 0.711
3. S 0.657
4. S 0.651

=====

[3]
The following is a quantum chemistry calculation of 6 unconnected molecules or ions with the total composition C47H75FN3O16Si at a distorted geometry, from the OMol25 dataset.

```
! RIJCOSX wB97M-V def2-TZVPD def2/J DEFGRID3
* xyz 1 1
Si -1.27 1.58 -2.89
F -6.72 -3.19 3.50
O 7.42 2.27 7.03
O 2.06 8.01 -1.38
O 2.91 -3.38 0.26
O 1.77 5.98 -2.25
O 0.33 2.16 -9.28
O 9.25 0.97 7.23
O 1.15 -3.04 1.59
O 4.67 -0.14 2.20
O 4.90 2.09 2.34
O 4.89 0.87 4.20
O 7.45 0.20 6.15
O -5.81 0.40 1.06
O 1.58 6.28 -0.03
O -0.54 2.67 -7.27
O -0.79 0.61 -8.15
O 0.86 -3.90 -0.48
N -3.33 -4.30 2.15
N -4.29 -2.47 2.82
N -4.12 -1.11 0.71
C -3.92 -2.28 1.46
C -2.73 -5.06 4.89
C 2.32 -2.90 2.42
C 0.55 0.91 -9.96
C 0.62 0.44 0.64
C 4.81 0.85 2.85
C -3.22 -0.02 1.17
C -0.73 2.89 -4.13
C -4.04 -4.33 4.53
C -0.26 1.64 -1.29
C -3.90 -3.68 3.19
C 7.99 1.25 6.83
C -0.10 0.47 -0.55
C -3.92 -1.02 -4.06
C 8.52 -0.73 5.90
C 1.05 2.79 0.40
C -3.16 -2.78 -2.43
C 2.42 6.30 -4.58
C -1.11 -0.18 -3.52
C 2.13 -1.83 3.46
C 1.78 6.72 -1.11
C -3.92 -2.54 -3.74
C -3.34 -3.44 1.06
C -3.04 2.01 -2.36
C 10.90 -0.77 6.79
C 0.33 2.81 -0.79
C -1.53 -0.48 -4.97
C 4.86 2.57 5.95
C -3.06 -0.59 -5.24
C -6.98 -1.64 5.27
C -4.97 -1.52 3.68
C 4.81 3.01 3.44
C 9.45 -0.45 7.05
C 1.58 -3.49 0.37
C -0.35 1.89 -8.14
C -3.75 -3.79 -1.46
C 2.49 8.08 -2.75
C -6.54 -1.65 0.21
C 1.19 1.62 1.12
C 1.77 6.90 -3.36
C 5.35 2.18 4.58
C -5.49 -0.70 0.71
C -6.47 -1.87 3.86
C -0.63 0.10 -9.48
C 3.38 -2.60 1.38
C -0.42 -1.39 -9.48
C -2.76 -3.86 -0.25
H -2.93 -5.22 2.13
H -4.50 -1.47 4.66
H -3.05 2.89 -1.72
H -3.45 1.20 -1.76
H 0.26 2.64 -4.50
H 0.23 3.74 -1.34
H 0.73 7.15 -3.58
H -7.39 -1.61 0.88
H 0.74 -0.48 1.20
H -2.99 0.67 0.36
H -3.52 -3.13 -4.57
H -3.73 -0.46 -3.15
H -0.35 -1.77 -10.50
H 3.47 6.07 -4.38
H -6.20 -1.72 6.03
H -7.05 -1.24 3.18
H -3.83 -4.79 -1.88
H -6.16 -2.65 0.05
H -1.45 2.93 -4.94
H -2.30 -4.84 -0.15
H 2.37 6.99 -5.42
H -1.01 -1.37 -5.33
H -3.45 0.33 -5.68
H 3.58 7.97 -2.78
H -6.88 -1.27 -0.76
H -3.08 -1.85 -1.87
H 1.75 1.60 2.05
H 9.11 -0.95 7.96
H -1.53 0.35 -10.04
H 1.93 5.37 -4.85
H -4.69 -3.42 -1.05
H 2.21 9.03 -3.20
H -2.14 -3.08 -2.66
H -0.53 -0.47 -0.87
H -1.17 0.34 -5.58
H -7.51 -0.69 5.35
H 6.45 2.17 4.57
H -2.69 -6.00 4.36
H 8.15 -1.75 5.88
H 5.26 3.54 6.24
H -1.94 -3.17 -0.46
H -7.71 -2.42 5.48
H 1.50 3.70 0.77
H 3.77 2.62 5.96
H -2.63 -5.20 5.96
H -4.95 -0.78 -4.35
H -0.73 3.85 -3.61
H 4.37 -2.90 1.69
H 1.97 -0.85 3.00
H -1.24 -1.90 -8.98
H -4.19 -3.52 5.25
H -4.91 -0.52 3.27
H -3.60 0.52 2.04
H -4.96 -2.86 -3.62
H -3.17 -1.36 -6.01
H -4.90 -5.00 4.54
H -3.68 2.13 -3.24
H 11.05 -1.85 6.71
H 5.39 3.91 3.25
H -1.59 -0.83 -2.79
H 3.76 3.28 3.57
H 1.25 -2.04 4.07
H 8.96 -0.49 4.93
H -1.89 -4.46 4.53
H 3.40 -1.55 1.09
H 1.51 0.51 -9.63
H -2.28 -0.48 1.47
H 2.51 -3.86 2.90
H 0.50 -1.66 -8.95
H 11.52 -0.39 7.60
H -0.04 -0.41 -3.47
H 5.16 1.84 6.69
H 11.25 -0.30 5.87
H 0.57 1.06 -11.04
H 3.00 -1.76 4.11
*
```

Atom charges from the Löwdin analysis, given in e for atoms 1 to 4:
1. Si 0.604
2. F -0.007
3. O 0.152
4. O 0.068

=====

Number 1: E -19502.93257 a.u., LUMO energy 2.67 eV, Kohn-Sham gap 2.972 eV. Number 2: E -6230.29740 a.u., LUMO energy 0.39 eV, Kohn-Sham gap 7.826 eV. Number 3: E -3593.31971 a.u., LUMO energy -2.01 eV, Kohn-Sham gap 8.376 eV.